1.
Here is 4 unconnected molecules or ions with the total composition C24H28ClFN4O8S in a non-equilibrium geometry from the OMol25 dataset. Energies are from wB97M-V/def2-TZVPD.

Its SMILES is CCCCCCN(Cl)S(=O)(=O)F.O=[N+]([O-])c1ccccc1.O=[N+]([O-])c1ccccc1.O=[N+]([O-])c1ccccc1. For the max |F|, the calculation gives 1.217 eV/A. As for the highest occupied orbital energy: -9.9925 eV. The value obtained for the frontier orbital gap is 9.35 eV.

Geometry as XYZ:
```
67
Properties=species:S:1:pos:R:3:forces:R:3:nbo_charge:R:1
C -0.801 2.869 -0.774 -0.4701 -0.3973 -0.1349 -0.6144
C -0.652 1.351 -0.930 -0.2211 0.2718 0.5834 -0.3956
C 0.496 0.736 -0.121 -0.0121 -0.0687 -0.5169 -0.4183
C 1.921 1.113 -0.588 0.0499 -0.4520 -0.0496 -0.3957
C 2.013 1.504 -2.068 0.2024 -0.4095 0.3755 -0.4434
C 3.459 1.461 -2.593 -0.2994 0.6129 0.3898 -0.2431
N 3.773 0.371 -3.536 0.2687 0.0189 -0.1466 -0.6753
Cl 3.411 -1.189 -2.914 -0.0815 -0.0224 0.1177 0.1619
S 3.152 0.611 -5.049 -0.9172 0.7933 -0.0989 2.5285
O 1.741 0.460 -5.130 0.1061 -0.4839 0.0703 -0.9034
O 3.728 1.794 -5.573 0.4642 -0.1825 0.0768 -0.8938
F 3.784 -0.619 -5.735 0.1979 -0.0963 -0.1170 -0.4598
H -0.164 3.445 -1.443 0.1207 0.0610 0.1435 0.1977
H -0.646 3.155 0.268 0.1840 0.0841 -0.0382 0.2034
H -1.836 3.119 -1.012 0.0801 0.2538 -0.0817 0.2132
H -0.643 1.053 -1.980 0.2293 0.1070 -0.0386 0.1929
H -1.572 0.925 -0.531 -0.0763 -0.1592 0.0169 0.2092
H 0.339 0.949 0.944 0.2414 0.0824 -0.4170 0.2227
H 0.414 -0.351 -0.229 -0.0318 -0.0008 0.0946 0.2030
H 2.521 0.201 -0.513 0.1131 0.0913 0.2487 0.2026
H 2.403 1.848 0.062 -0.1260 0.1878 -0.0911 0.1955
H 1.431 0.763 -2.614 -0.0992 0.1913 -0.2181 0.2256
H 1.586 2.489 -2.243 -0.0704 -0.0379 -0.1372 0.2187
H 3.680 2.401 -3.097 0.1984 -0.1765 -0.2651 0.2398
H 4.172 1.384 -1.772 0.0383 -0.1965 -0.0394 0.2171
O -2.490 0.443 1.697 -0.0222 0.0456 -0.0055 -0.3692
N -1.647 -0.064 2.407 -0.0637 0.0993 0.0490 0.5233
O -0.661 0.517 2.820 -0.0711 -0.1572 0.2891 -0.3872
C -1.841 -1.471 2.786 0.0058 -0.1839 0.0033 0.0878
C -2.940 -2.148 2.288 -0.1775 -0.0503 -0.1192 -0.2080
C -3.115 -3.480 2.626 0.0923 -0.0225 0.0695 -0.2082
C -2.199 -4.114 3.454 0.0001 0.0114 -0.0039 -0.1763
C -1.107 -3.416 3.952 -0.0912 -0.0382 -0.0441 -0.2071
C -0.924 -2.084 3.617 0.1709 -0.0156 0.1102 -0.2021
H -3.649 -1.650 1.643 0.0779 0.0981 0.0019 0.2506
H -3.965 -4.024 2.239 -0.0086 0.0163 -0.0062 0.2228
H -2.336 -5.156 3.712 -0.0025 0.0043 0.0050 0.2208
H -0.396 -3.910 4.600 0.0133 0.0169 -0.0014 0.2233
H -0.076 -1.540 4.001 -0.0354 0.0810 -0.0569 0.2372
O -4.864 3.319 -3.016 0.0167 -0.0287 -0.0130 -0.3768
N -4.023 2.466 -3.223 0.0267 0.0186 0.0531 0.5191
O -2.859 2.687 -3.483 0.0106 0.0680 -0.0275 -0.3698
C -4.442 1.057 -3.149 -0.0583 -0.1823 -0.0023 0.0859
C -5.767 0.761 -2.885 -0.2057 0.0252 0.0403 -0.2117
C -6.157 -0.568 -2.835 0.1004 -0.0654 -0.0151 -0.2118
C -5.225 -1.576 -3.045 0.0038 0.0162 0.0074 -0.1828
C -3.897 -1.258 -3.301 -0.1192 -0.0014 0.0306 -0.2093
C -3.499 0.068 -3.355 0.1955 -0.0910 -0.0398 -0.2074
H -6.486 1.550 -2.722 0.0923 0.0842 -0.0254 0.2489
H -7.191 -0.816 -2.635 -0.0044 0.0184 0.0027 0.2210
H -5.535 -2.612 -3.011 0.0013 0.0032 0.0031 0.2177
H -3.172 -2.044 -3.462 0.0173 0.0162 -0.0033 0.2238
H -2.468 0.321 -3.555 -0.0394 0.1157 -0.0008 0.2540
O 4.168 -1.604 0.898 -0.0138 0.0127 0.0093 -0.3790
N 3.295 -1.280 1.680 0.0332 -0.0428 -0.1295 0.5198
O 2.108 -1.451 1.494 -0.0314 -0.0762 0.0951 -0.3765
C 3.707 -0.622 2.928 0.0651 0.1055 0.1468 0.0826
C 5.052 -0.395 3.156 0.2111 -0.0025 -0.0299 -0.2101
C 5.433 0.246 4.324 -0.1042 0.0221 0.0608 -0.2088
C 4.472 0.647 5.243 -0.0014 -0.0076 -0.0160 -0.1817
C 3.127 0.406 4.999 0.1222 0.0042 0.0031 -0.2001
C 2.738 -0.233 3.832 -0.2215 0.0224 0.0900 -0.2063
H 5.795 -0.709 2.437 -0.0917 -0.0345 -0.0763 0.2496
H 6.480 0.435 4.516 0.0060 -0.0105 -0.0142 0.2234
H 4.773 1.153 6.151 0.0014 -0.0072 0.0012 0.2206
H 2.379 0.721 5.714 -0.0190 -0.0009 -0.0170 0.2226
H 1.693 -0.414 3.630 0.0288 0.0409 -0.1510 0.2465
```
Positions in Å, forces in eV/Å.

---

2.
Here is a molecular structure, C24H28ClN4O6Rh in a non-equilibrium geometry from the OMol25 dataset. Energies are from wB97M-V/def2-TZVPD.

Its total charge is +2. For the max |F|, the calculation gives 2.326 eV/A. As for the highest occupied orbital energy (alpha / beta): -13.6421 / -13.6356 eV. The value obtained for the frontier orbital gap (alpha / beta) is 5.62 / 5.69 eV.

Geometry as XYZ:
```
64
Properties=species:S:1:pos:R:3:forces:R:3:mulliken_charge:R:1
Rh -1.150 0.077 -0.277 1.1155 -0.7666 1.8915 0.6441
C 0.830 -5.899 -3.578 -0.0950 -0.2220 -0.0556 -1.6057
C 0.697 -4.568 -2.915 0.5780 0.4758 0.1456 0.2860
C 1.821 -3.752 -2.693 -0.7344 -0.7766 -0.3928 -0.9125
C 1.722 -2.536 -2.040 -0.1854 0.7878 0.5466 0.4799
C 2.959 -1.839 -1.750 -0.4463 -0.1803 0.0751 -0.5881
N 3.268 -1.228 -0.650 0.0660 0.1079 -0.1061 0.0131
C 2.500 -1.217 0.610 0.0576 -0.0874 -0.2309 0.4293
C 3.186 -0.447 1.733 -0.1180 -0.1575 0.1278 -1.5554
C 2.665 0.967 1.932 0.0179 0.0334 -0.0300 -0.2690
N 3.198 1.936 0.961 -0.1903 0.3855 -0.1296 0.0048
C 2.638 3.051 0.561 0.0817 -0.3754 0.0664 -0.6710
C 1.285 3.480 0.688 0.0208 -0.0199 0.0511 0.8753
C 1.123 4.861 0.933 -0.3038 -0.0171 0.0198 -0.9414
C -0.101 5.413 1.259 0.0232 -0.3693 -0.0864 0.0063
C -0.274 6.865 1.577 0.0681 0.1579 0.0066 -1.5952
C -1.189 4.534 1.294 0.2270 0.1369 -0.0142 -0.7129
C -1.108 3.187 0.949 0.1030 -0.0628 -0.0245 0.2623
C -2.334 2.423 1.027 0.1934 -0.0974 -0.1313 -0.2940
N -2.545 1.218 0.644 0.0296 0.2887 -0.0322 0.0933
C -3.872 0.653 0.897 -0.0227 -0.0377 0.0729 -0.7324
C -4.435 0.021 -0.358 -0.1068 -0.0514 -0.0684 -1.0843
C -3.874 -1.353 -0.626 0.1299 -0.1270 0.1579 -0.7646
N -2.416 -1.374 -0.915 -0.2947 0.0017 -0.0439 0.0174
C -2.036 -2.447 -1.526 0.5811 0.1133 -0.0909 -0.1796
C -0.704 -2.848 -1.885 0.3472 0.3136 -0.0019 0.9377
C -0.537 -4.095 -2.492 0.1901 0.0224 -0.0041 -0.7234
C 0.433 -2.013 -1.675 -0.0502 -1.1358 -0.4476 0.6305
O 0.345 -0.805 -1.281 -0.1954 1.0691 0.4162 -0.8963
C 0.144 2.625 0.576 -0.0326 0.3659 0.1172 0.7882
O 0.300 1.444 0.101 -0.1552 -0.3398 -0.1132 -0.1368
H 1.844 -6.071 -3.931 0.0006 -0.0117 -0.0138 0.3872
H 0.153 -5.971 -4.430 0.0352 -0.0474 -0.0087 0.3855
H 0.572 -6.699 -2.882 0.0249 -0.0272 -0.0468 0.3477
H 2.791 -4.109 -3.018 0.0405 0.0052 -0.0102 0.4564
H 3.746 -1.881 -2.496 0.0725 -0.0437 0.0326 0.5836
H 4.201 -0.833 -0.609 -0.0126 -0.0103 -0.0227 0.3520
H 2.349 -2.266 0.872 -0.0360 0.0402 0.0689 0.4682
H 1.530 -0.781 0.403 -0.0259 -0.0262 -0.0137 -0.0892
H 4.279 -0.484 1.660 0.0153 0.0480 -0.0370 0.5699
H 2.952 -0.978 2.658 0.0348 0.0151 -0.0061 0.4086
H 2.962 1.341 2.916 -0.0297 -0.0578 -0.0183 0.4611
H 1.583 0.967 1.867 -0.0283 0.0152 0.0355 0.1205
H 4.199 1.889 0.823 0.0304 0.0065 -0.0088 0.3503
H 3.340 3.763 0.136 0.0065 0.0445 -0.0078 0.5169
H 2.004 5.492 0.908 0.0067 0.0505 0.0185 0.3973
H 0.659 7.407 1.433 -0.0179 0.0228 0.0150 0.3769
H -0.585 7.004 2.613 -0.0235 0.0211 -0.0127 0.3553
H -1.027 7.317 0.932 -0.0161 0.0181 0.0326 0.3862
H -2.159 4.924 1.581 -0.0209 0.0398 0.0058 0.4863
H -3.171 2.954 1.480 -0.0089 -0.0329 -0.0104 0.2910
H -4.528 1.446 1.260 0.0175 -0.0241 -0.0102 0.4148
H -3.762 -0.090 1.690 -0.0635 -0.0372 0.0057 0.2521
H -4.286 0.681 -1.218 0.0012 0.0145 0.0043 0.2999
H -5.515 -0.091 -0.240 0.0283 -0.0001 0.0221 0.4216
H -4.386 -1.808 -1.475 -0.0042 0.0251 0.0423 0.5785
H -4.015 -1.994 0.249 -0.1143 0.0727 -0.0142 0.3553
H -2.808 -3.161 -1.808 -0.0545 0.0542 0.0279 0.3355
H -1.414 -4.711 -2.653 -0.0293 -0.0334 -0.0196 0.4841
O -2.237 -2.057 2.219 0.0647 0.2165 0.0867 -0.6345
Cl -0.825 -1.967 2.067 -0.4860 -2.0262 -0.3836 1.7818
O -0.107 -2.283 3.242 0.0241 0.5886 -0.0270 -0.6368
O -0.386 -2.761 0.950 0.0339 0.2860 0.3515 -0.5717
O -0.494 -0.527 1.723 -0.3645 1.3578 -1.7688 -0.4980
```
Positions in Å, forces in eV/Å.

---

3.
Here is C24H28N2O3 in the gas phase from the OMol25 dataset. Energies are from wB97M-V/def2-TZVPD.

Its SMILES is CCOc1cc([C@@H]2C[C@H]3CN(c4ccccc4)C(=O)[C@]34CCCN24)ccc1OC. For the max |F|, the calculation gives 0.473 eV/A. As for the highest occupied orbital energy: -7.9652 eV. The value obtained for the frontier orbital gap is 8.62 eV. As for the energy above the lowest of the compared OMol25 structures with the same formula, charge and spin: 32.0 kcal/mol.

Geometry as XYZ:
```
57
Properties=species:S:1:pos:R:3:forces:R:3:nbo_charge:R:1
C -4.833 -2.138 -1.648 -0.0029 0.4254 -0.0166 -0.6388
C -4.930 -0.735 -2.243 0.0412 -0.4173 -0.2189 -0.0605
O -5.032 0.270 -1.259 0.0924 0.2526 0.3155 -0.4978
C -3.937 0.616 -0.524 -0.2272 0.1355 0.1200 0.3375
C -2.641 0.187 -0.760 -0.1114 0.0036 -0.0809 -0.3137
C -1.585 0.618 0.037 0.0530 0.2457 0.1239 -0.0369
C -0.163 0.174 -0.183 0.0801 0.0484 -0.2663 -0.0502
C 0.110 -0.803 -1.340 0.0853 0.1012 0.2438 -0.4094
C 1.509 -1.314 -1.000 -0.0232 0.0762 0.0568 -0.2356
C 2.634 -0.368 -1.435 -0.0692 -0.0046 -0.2642 -0.1977
N 3.412 -0.084 -0.242 0.0466 0.0300 -0.3185 -0.4533
C 4.610 0.641 -0.338 0.3161 0.1809 0.0826 0.2320
C 5.502 0.708 0.733 0.0043 -0.0896 0.2285 -0.2578
C 6.683 1.415 0.615 0.0105 0.0313 -0.1030 -0.1914
C 7.006 2.065 -0.564 0.0761 0.0735 -0.0361 -0.2352
C 6.127 2.002 -1.629 0.0831 0.0343 -0.0015 -0.1867
C 4.940 1.298 -1.523 -0.1586 -0.0718 -0.0194 -0.2843
C 2.847 -0.565 0.901 -0.3060 -0.2873 0.0485 0.6975
O 3.278 -0.463 2.026 0.0412 -0.0014 0.2636 -0.6068
C 1.545 -1.285 0.541 0.3058 -0.1968 -0.0393 0.0355
C 1.432 -2.635 1.260 0.0174 0.1476 0.1377 -0.3901
C 0.481 -2.329 2.413 -0.0797 0.0487 -0.0907 -0.4118
C -0.479 -1.333 1.776 -0.1713 -0.1513 0.2859 -0.2152
N 0.404 -0.479 0.997 0.1183 0.0134 0.0556 -0.4350
C -1.845 1.498 1.073 0.0561 -0.1098 -0.1919 -0.2066
C -3.135 1.936 1.326 -0.2160 0.0563 0.0259 -0.2859
C -4.191 1.505 0.542 -0.1498 -0.1185 -0.1518 0.2442
O -5.494 1.873 0.704 0.2532 -0.2538 -0.2651 -0.4833
C -5.807 2.774 1.735 -0.0313 0.1505 0.1817 -0.2498
H -4.812 -2.876 -2.445 0.0143 -0.1020 -0.0730 0.2135
H -5.694 -2.326 -1.012 -0.0765 -0.0508 0.0461 0.2170
H -3.935 -2.242 -1.044 0.0761 -0.0763 0.0387 0.2101
H -5.856 -0.642 -2.817 0.1783 0.0064 0.0073 0.1946
H -4.088 -0.538 -2.919 -0.1078 0.0361 0.0394 0.1651
H -2.443 -0.478 -1.583 -0.0180 -0.1129 -0.0906 0.2147
H 0.443 1.078 -0.350 -0.0893 -0.0793 -0.1070 0.1980
H 0.053 -0.330 -2.318 -0.0528 -0.0113 -0.1129 0.2173
H -0.593 -1.637 -1.305 -0.0983 -0.0220 -0.0308 0.2063
H 1.686 -2.318 -1.388 0.0296 0.0574 0.0543 0.2212
H 3.278 -0.827 -2.192 -0.0665 0.1125 0.0128 0.2048
H 2.222 0.561 -1.847 0.0575 -0.0420 -0.0589 0.1878
H 5.263 0.212 1.657 -0.0229 -0.0117 0.0032 0.2576
H 7.360 1.454 1.456 0.0428 -0.0084 0.0769 0.2136
H 7.931 2.615 -0.652 0.0755 0.0478 -0.0096 0.2121
H 6.361 2.504 -2.557 0.0079 0.0310 -0.0663 0.2106
H 4.277 1.277 -2.373 -0.0888 -0.0370 -0.0535 0.2125
H 2.401 -2.993 1.602 0.0223 -0.0598 -0.0528 0.2293
H 0.996 -3.379 0.590 -0.0071 0.0040 -0.0441 0.1993
H -0.021 -3.213 2.799 -0.0229 -0.0123 0.0500 0.2119
H 1.032 -1.841 3.215 -0.0046 -0.0103 0.0618 0.2237
H -1.019 -0.735 2.512 -0.0754 -0.1171 -0.0343 0.2101
H -1.218 -1.856 1.147 -0.0151 -0.0138 0.0462 0.1644
H -1.031 1.839 1.694 0.1131 0.0451 0.1035 0.2220
H -3.303 2.618 2.144 -0.0780 0.0710 0.0682 0.2208
H -6.883 2.929 1.672 0.0779 0.0222 0.0469 0.2003
H -5.559 2.363 2.720 0.0040 0.0242 -0.0415 0.1739
H -5.295 3.733 1.604 -0.0095 -0.0435 0.0141 0.1746
```
Positions in Å, forces in eV/Å.

---

4.
Here is C24H28N2O6S in the gas phase from the OMol25 dataset. Energies are from wB97M-V/def2-TZVPD.

Its SMILES is CCC(=O)Nc1cc(C(=O)N2CCC3(CC2)OCCO3)ccc1S(=O)(=O)c1ccc(C)cc1. For the max |F|, the calculation gives 0.796 eV/A. As for the highest occupied orbital energy: -8.9874 eV. The value obtained for the frontier orbital gap is 9.11 eV. As for the energy above the lowest of the compared OMol25 structures with the same formula, charge and spin: 0.0 kcal/mol.

Geometry as XYZ:
```
61
Properties=species:S:1:pos:R:3:forces:R:3:nbo_charge:R:1
C -0.450 -4.957 -0.586 0.1383 0.1731 -0.0444 -0.5985
C 0.478 -3.852 -1.074 -0.3379 -0.2649 0.1593 -0.5013
C -0.081 -2.475 -0.768 0.3957 -0.1195 -0.1326 0.7020
O -1.099 -2.286 -0.137 -0.2015 -0.0370 0.1020 -0.6325
N 0.712 -1.481 -1.262 0.2341 -0.0697 -0.2277 -0.6567
C 0.506 -0.109 -1.177 -0.2233 0.0761 0.1215 0.2642
C -0.758 0.444 -0.972 0.0264 0.0689 0.0055 -0.2569
C -0.922 1.817 -0.875 0.2666 -0.1345 -0.3204 -0.0816
C -2.313 2.366 -0.736 0.1305 0.1549 0.1723 0.6700
O -2.830 2.986 -1.646 0.0325 0.0903 -0.3060 -0.6097
N -2.934 2.135 0.439 -0.0647 0.0266 0.0436 -0.4289
C -2.363 1.462 1.579 0.2010 -0.2837 0.2647 -0.2200
C -2.932 0.042 1.725 -0.2756 -0.0095 -0.2195 -0.4758
C -4.330 -0.043 1.075 0.0888 0.4675 0.6384 0.5499
C -5.074 1.283 1.283 0.2214 -0.4393 -0.2150 -0.4400
C -4.350 2.421 0.555 -0.2985 0.1744 -0.1931 -0.2229
O -4.252 -0.319 -0.302 -0.1102 0.3672 -0.0898 -0.5403
C -4.339 -1.720 -0.450 0.0371 -0.5119 0.2011 -0.1128
C -5.264 -2.122 0.704 -0.1624 -0.0754 -0.3880 -0.0911
O -5.053 -1.113 1.671 0.1262 0.1734 0.0842 -0.5363
C 0.167 2.670 -1.030 -0.0472 -0.0563 0.0475 -0.1567
C 1.420 2.131 -1.254 -0.0721 0.2043 -0.0367 -0.1809
C 1.590 0.761 -1.321 0.6101 -0.2869 -0.0361 -0.3959
S 3.280 0.186 -1.525 0.0941 -0.0917 0.2543 2.1757
O 3.266 -1.180 -2.019 -0.0964 0.1408 0.1728 -0.9591
O 4.026 1.150 -2.281 -0.0621 0.2434 0.1877 -0.9251
C 3.914 0.162 0.155 -0.2223 0.0911 -0.5369 -0.2593
C 3.267 -0.589 1.117 -0.0418 -0.1238 0.0798 -0.2080
C 3.757 -0.599 2.411 -0.0182 0.0280 -0.1351 -0.2039
C 4.889 0.138 2.749 0.0073 0.0676 -0.0846 0.0135
C 5.429 0.102 4.144 0.0374 -0.0498 -0.0009 -0.6319
C 5.521 0.889 1.763 -0.0983 -0.1130 0.0287 -0.2168
C 5.036 0.905 0.468 0.0384 0.0952 -0.2219 -0.1893
H -0.620 -4.860 0.483 -0.0535 -0.0429 0.0565 0.2174
H -0.017 -5.933 -0.788 0.0171 -0.0835 -0.0159 0.2114
H -1.412 -4.889 -1.088 -0.0884 -0.0421 0.0060 0.2134
H 1.458 -3.938 -0.597 0.0580 0.0544 -0.0752 0.2264
H 0.632 -3.928 -2.153 0.0996 0.0398 0.0091 0.2285
H 1.621 -1.732 -1.658 -0.3612 -0.1514 0.0728 0.4463
H -1.619 -0.200 -0.903 -0.0435 -0.0603 0.0466 0.2585
H -1.276 1.436 1.485 -0.1243 0.0745 0.1220 0.2258
H -2.615 2.056 2.466 0.1131 -0.0167 -0.0390 0.1941
H -2.283 -0.693 1.248 0.0157 -0.0414 0.0087 0.2410
H -3.035 -0.224 2.777 0.0183 0.0101 0.0231 0.2230
H -6.089 1.182 0.904 -0.0220 -0.0087 0.0421 0.2300
H -5.126 1.461 2.357 -0.0156 -0.0085 0.0469 0.2096
H -4.727 2.535 -0.463 0.0054 0.0404 0.1976 0.2462
H -4.499 3.366 1.090 -0.0251 -0.0293 -0.1113 0.1942
H -4.750 -1.928 -1.437 0.0194 -0.0438 0.0480 0.1966
H -3.352 -2.185 -0.344 -0.1394 0.0507 -0.0555 0.2009
H -5.012 -3.091 1.139 -0.0281 0.0175 -0.0789 0.1877
H -6.318 -2.117 0.396 0.1127 -0.0609 0.0236 0.1687
H 0.024 3.738 -0.984 0.0032 0.1151 -0.0272 0.2233
H 2.287 2.757 -1.397 0.0452 0.1604 0.0103 0.2426
H 2.390 -1.161 0.856 -0.1449 -0.0980 0.0244 0.2247
H 3.257 -1.184 3.168 -0.0641 -0.0530 0.0746 0.2158
H 4.630 -0.042 4.867 -0.0157 0.0064 0.0899 0.2206
H 5.961 1.020 4.379 0.0335 0.0452 0.0704 0.2210
H 6.128 -0.728 4.246 0.0519 -0.0315 0.0758 0.2281
H 6.399 1.466 2.014 0.0823 0.0681 0.0194 0.2174
H 5.509 1.481 -0.311 0.0971 0.1133 -0.0395 0.2437
```
Positions in Å, forces in eV/Å.